No. 1
Entry from OMol25: C16H36F6KN5O12S6 as an isolated structure (wB97M-V/def2-TZVPD).

```
82
Properties=species:S:1:pos:R:3
K 0.2817 -1.2888 0.1098
C -6.2289 1.2783 -1.3556
C -5.5741 0.1073 -2.0926
C -4.3415 0.5468 -2.8664
N -3.3517 -0.5705 -3.0480
C -2.7790 -1.1105 -1.8041
C -3.9413 -1.7019 -3.8764
C -2.7501 -2.4409 -4.4499
C -1.8209 -1.2797 -4.8390
C -2.2044 -0.1181 -3.9375
H -7.1058 0.9164 -0.8244
H -6.5080 2.0364 -2.0878
H -5.5438 1.6910 -0.6161
H -6.2251 -0.3232 -2.8626
H -5.4291 -0.7269 -1.4009
H -3.7565 1.2946 -2.3244
H -4.5639 0.8950 -3.8709
H -3.3335 -1.9876 -1.4899
H -2.6722 -0.3531 -1.0302
H -1.7758 -1.4848 -2.0021
H -4.5163 -2.2649 -3.1434
H -4.5829 -1.3615 -4.6876
H -2.3165 -3.0633 -3.6657
H -2.8616 -3.0724 -5.3254
H -0.7669 -1.5133 -4.6870
H -1.9037 -0.9893 -5.8846
H -1.3991 0.2910 -3.3289
H -2.5137 0.7540 -4.5179
C 2.2829 3.1865 5.6955
C 2.0475 3.1016 4.2153
C 2.9956 2.0784 3.5931
N 3.0632 2.1581 2.1005
C 1.7888 1.7565 1.4692
C 4.1100 1.0797 1.6936
C 4.9723 1.6337 0.5630
C 4.3036 2.9525 0.2195
C 3.6180 3.4055 1.4971
H 2.0844 2.2364 6.1991
H 1.7283 3.9443 6.2470
H 3.3326 3.3715 5.9553
H 2.1481 4.0315 3.6483
H 1.0404 2.7259 4.0121
H 2.7248 1.0593 3.8763
H 4.0135 2.2253 3.9584
H 1.5425 0.7377 1.7543
H 1.7496 1.9165 0.3938
H 0.9753 2.3788 1.8521
H 3.5711 0.2211 1.3223
H 4.6790 0.7444 2.5526
H 4.9688 0.9730 -0.3004
H 5.9986 1.7872 0.8926
H 3.5134 2.8468 -0.5323
H 4.9282 3.6931 -0.2803
H 2.8196 4.0839 1.1961
H 4.2749 3.9262 2.1914
N 0.9128 -1.4779 -2.4827
S 1.4865 -2.8857 -2.9099
O 2.7622 -3.2456 -2.3950
O 1.0641 -3.3393 -4.1915
F 0.5566 -3.7082 -1.8785
S 2.1168 -0.4374 -3.0064
O 2.9844 -0.9153 -4.0068
O 2.6273 0.4099 -1.9766
F 1.0794 0.5109 -3.7682
N -2.0358 -1.2011 1.5800
S -2.7458 -0.5508 2.8703
O -2.6629 -1.3202 4.0563
O -3.9395 0.1900 2.6207
F -1.6423 0.6194 3.0400
S -2.9439 -2.5492 1.3590
O -4.1611 -2.3344 0.6477
O -2.8925 -3.5511 2.3325
F -1.9810 -3.0949 0.1699
N 2.2833 -1.6476 1.9636
S 1.9420 -1.8746 3.4920
O 2.6858 -1.1792 4.5082
O 1.3261 -3.0955 3.8166
F 0.7097 -0.7777 3.4836
S 3.6372 -2.5857 1.8372
O 3.4623 -3.9681 2.0404
O 4.7221 -1.9002 2.4388
F 3.8557 -2.5062 0.2827
```

## Properties
- Energy relative to the best compared isomer or geometry (same formula, charge and spin): 0.0 kJ/mol
- HOMO-LUMO gap: 9.3 eV
- Spin multiplicity: 1
- Electronic energy: -5396.1250 a.u.

No. 2
Entry from OMol25: a 2-piece molecular cluster, C16H36FN2O2S overall (wB97M-V/def2-TZVPD).

```
58
Properties=species:S:1:pos:R:3
C 2.0814 0.3490 5.0589
C 2.5144 1.7303 4.5901
C 3.2621 1.5841 3.2570
C 1.3856 2.7782 4.4030
C 0.0131 2.5403 5.0561
N -1.0931 2.2569 4.1060
S -1.3510 0.7416 3.6308
O -2.5779 0.6554 2.9144
O -1.0805 -0.1491 4.6936
F -0.2397 0.5027 2.5194
H 2.9782 -0.2351 5.2690
H 1.5214 -0.1921 4.3021
H 1.5254 0.3715 5.9927
H 3.2421 2.1316 5.2937
H 3.5376 2.5517 2.8406
H 2.6043 1.1016 2.5283
H 4.1448 0.9575 3.3601
H 1.7621 3.7207 4.7981
H 1.2323 2.9578 3.3370
H -0.2977 3.4665 5.5340
H 0.0130 1.7799 5.8254
H -1.0718 2.8862 3.3118
C 0.0486 -2.8708 -5.0976
C -0.6792 -3.4565 -3.8920
C -1.7209 -2.5241 -3.2557
C -1.3876 -1.0440 -3.0966
N -0.4766 -0.5903 -1.9627
C -1.2852 -0.0568 -0.8057
C -1.7804 -1.2990 -0.0900
C -0.6388 -2.3225 -0.2491
C 0.2906 -1.7133 -1.3015
C 0.5061 0.4456 -2.4616
C -0.0536 1.8170 -2.8119
C -0.9292 1.9418 -4.0600
H 0.6325 -1.9834 -4.8398
H 0.7462 -3.5988 -5.5076
H -0.6505 -2.5974 -5.8898
H 0.0501 -3.8062 -3.1586
H -1.2093 -4.3570 -4.2050
H -2.0897 -2.9544 -2.3249
H -2.5888 -2.5187 -3.9211
H -2.3182 -0.5000 -2.9566
H -0.9430 -0.6767 -4.0161
H -0.6011 0.5191 -0.1823
H -2.0753 0.5903 -1.1741
H -2.6958 -1.6667 -0.5537
H -2.0113 -1.0886 0.9515
H -1.0151 -3.2993 -0.5446
H -0.0952 -2.4664 0.6820
H 0.6707 -2.3929 -2.0544
H 1.1432 -1.2466 -0.8144
H 1.0218 -0.0037 -3.3110
H 1.2302 0.5713 -1.6587
H 0.8274 2.4454 -2.9580
H -0.5731 2.2396 -1.9499
H -0.4805 1.4378 -4.9178
H -1.0419 2.9923 -4.3217
H -1.9334 1.5470 -3.9112
```

## Properties
- Total charge: +1
- HOMO-LUMO gap: 10.8 eV
- Spin multiplicity: 1
- Electronic energy: -1389.0510 a.u.

No. 3
Entry from OMol25: a 9-piece molecular cluster, C16H36NO32S8 overall (wB97M-V/def2-TZVPD).

```
93
Properties=species:S:1:pos:R:3
N 0.3554 0.8768 -0.7866
H 1.1933 1.4320 -0.5947
H -0.3539 0.9946 -0.0557
H 0.6401 -0.1133 -0.7183
H -0.0019 1.1676 -1.6942
C -5.3540 1.5099 1.8528
C -4.9080 0.2179 2.5435
O -3.6292 -0.1031 2.1037
S -3.0077 1.0739 1.1358
O -3.3082 0.7070 -0.2310
O -1.6951 1.4524 1.5484
O -4.1007 2.1875 1.5751
H -5.9212 2.0987 2.5690
H -5.8303 1.4845 0.8748
H -5.7090 -0.5019 2.3414
H -4.9731 0.3260 3.6287
C 1.2273 6.2622 1.0668
C 2.6707 5.8047 0.8395
O 2.7624 4.5503 1.4823
S 1.3557 3.9659 2.0028
O 1.1971 4.1864 3.4163
O 1.1159 2.6564 1.4439
O 0.4862 5.0618 1.2165
H 0.8272 6.8650 0.2578
H 1.1889 6.8287 2.0020
H 3.3747 6.5316 1.2325
H 2.7656 5.6062 -0.2309
C 1.5811 -4.9840 -2.1882
C 2.9773 -4.8139 -1.5717
O 3.3680 -3.4434 -1.6003
S 2.2008 -2.5185 -2.2169
O 2.6824 -2.0236 -3.4743
O 1.7661 -1.5087 -1.2792
O 1.0702 -3.6807 -2.4776
H 0.8778 -5.5021 -1.5443
H 1.7926 -5.5541 -3.0917
H 3.7062 -5.4689 -2.0517
H 3.0940 -5.1380 -0.5322
C -2.7897 2.5202 -2.3925
C -2.4965 3.2742 -3.6657
O -1.1275 3.6030 -3.4996
S -0.8899 4.1695 -2.0027
O -1.2844 5.5529 -1.8634
O 0.3703 3.7552 -1.4279
O -2.0584 3.2364 -1.3764
H -2.4927 1.4785 -2.4614
H -3.8132 2.5791 -2.0305
H -3.0989 4.1803 -3.7470
H -2.7520 2.5783 -4.4617
C -1.1466 0.2985 4.6106
C -0.2330 1.5135 4.4446
O 1.0221 0.8753 4.3057
S 0.9014 -0.4140 3.2955
O 1.8114 -1.4642 3.6892
O 0.7647 -0.0419 1.9133
O -0.5656 -0.7716 3.8756
H -2.2007 0.4093 4.3647
H -1.1126 -0.0173 5.6578
H -0.2588 2.2236 5.2641
H -0.4482 2.0360 3.5098
C 5.4154 -1.2843 0.7251
C 3.8628 -1.2436 0.8874
O 3.4308 0.0236 0.4416
S 4.5845 0.8393 -0.4131
O 5.0666 1.9672 0.3690
O 4.1377 1.0248 -1.7803
O 5.6538 -0.3375 -0.3051
H 5.7366 -2.2595 0.3749
H 5.9066 -0.9992 1.6538
H 3.5218 -1.3538 1.9150
H 3.5032 -2.1168 0.3460
C -2.3702 -2.4367 -3.1752
C -2.2248 -2.7388 -4.6648
O -1.0816 -1.9341 -5.0461
S -1.3090 -0.4724 -4.4264
O -2.4559 0.2344 -4.9146
O -0.0300 0.1358 -4.2505
O -1.7810 -1.1679 -2.9990
H -1.8447 -3.1663 -2.5660
H -3.4400 -2.4470 -2.9634
H -3.0187 -2.3716 -5.3236
H -2.1135 -3.7567 -5.0314
C 0.5501 -4.8263 1.5694
C -0.2318 -4.0905 2.6219
O -1.2452 -3.3877 1.9444
S -0.9111 -3.1659 0.3708
O -0.9133 -1.7983 -0.0421
O -1.7231 -4.1107 -0.3443
O 0.6377 -3.8060 0.5459
H -0.0166 -5.6565 1.1483
H 1.5235 -5.1022 1.9629
H 0.3402 -3.4585 3.3008
H -0.7468 -4.8047 3.2727
```

## Properties
- Energy relative to the best compared isomer or geometry (same formula, charge and spin): 165.6 kJ/mol
- Total charge: +1
- HOMO-LUMO gap: 10.9 eV
- Spin multiplicity: 1
- Electronic energy: -6278.7885 a.u.

> Which of these has the lowest electronic energy?

C16H36NO32S8